(1)
This record from OMol25 describes C6H6O as an isolated structure. The level of theory is wB97M-V/def2-TZVPD.

As for the total energy: -8361.6453 eV. The calculation puts the energy relative to the best compared isomer or geometry (same formula, charge and spin) at 112.1 kcal/mol. For the HOMO energy, the calculation gives -8.325 eV. The calculation puts the molecular weight at 94.1 g mol⁻¹.

Each line ends with the Löwdin charge.
Geometry (Å):
C 2.381 0.544 0.653  0.119
C 1.381 0.353 0.005  -0.120
C 0.112 0.051 -0.571  -0.273
C -1.053 0.999 -0.441  -0.016
C -0.734 0.191 0.740  -0.238
O -1.141 -1.157 0.690  -0.051
C -0.450 -1.366 -0.561  -0.095
H 3.329 0.722 1.088  0.017
H -1.987 0.739 -0.918  0.121
H -0.779 2.046 -0.457  0.122
H -0.485 0.606 1.715  0.162
H 0.309 -2.150 -0.508  0.129
H -1.178 -1.604 -1.346  0.125

(2)
This record from OMol25 describes a 3-piece molecular cluster, C4H8O2 overall. The level of theory is wB97M-V/def2-TZVPD.

As for the total energy: -8368.2835 eV. The calculation puts the energy relative to the best compared isomer or geometry (same formula, charge and spin) at 115.3 kcal/mol. For the HOMO energy, the calculation gives -9.865 eV. The calculation puts the molecular weight at 88.1 g mol⁻¹.

Each line ends with the Löwdin charge.
Geometry (Å):
C -1.459 -0.327 -0.321  0.011
C -0.176 0.390 -0.309  -0.586
O -0.343 1.518 0.439  -0.158
C 0.696 -0.746 0.370  -0.109
C 2.080 -0.175 0.501  -0.268
O 3.084 -0.772 0.210  0.060
H -2.317 1.035 -0.394  0.163
H -1.563 -1.141 -1.055  0.096
H -1.839 -0.564 0.671  0.081
H 0.229 0.557 -1.328  0.155
H -1.603 1.668 0.069  0.160
H 0.754 -1.692 -0.195  0.131
H 0.310 -0.956 1.379  0.133
H 2.075 0.869 0.876  0.132

(3)
This record from OMol25 describes a 6-piece molecular cluster, C47H99N5O7 overall. The level of theory is wB97M-V/def2-TZVPD.

As for the total energy: -72111.8276 eV. The calculation puts the energy relative to the best compared isomer or geometry (same formula, charge and spin) at 134.1 kcal/mol. For the HOMO energy, the calculation gives 1.101 eV. The calculation puts the molecular weight at 846.3 g mol⁻¹. Its total charge is -2.

Each line ends with the Löwdin charge.
Geometry (Å):
O -0.737 -2.737 0.271  -0.426
C -0.508 -1.445 0.901  -0.463
C 0.286 -0.321 0.178  -0.492
O -0.191 0.113 -1.093  -0.390
H 0.090 -1.570 1.804  0.036
H -1.409 -0.987 1.310  0.044
H 1.273 -0.768 0.056  0.042
H 0.458 0.457 0.922  0.036
C 2.559 -3.518 0.201  -0.040
C 3.275 -4.412 -0.773  -0.459
C 4.487 -5.250 -0.164  -0.120
C 3.965 -6.244 0.915  -0.180
C 3.190 -7.311 0.162  -0.137
C 1.999 -6.666 -0.742  -0.517
N 2.329 -5.459 -1.346  -0.152
O 1.363 -5.026 -2.238  0.012
C 1.852 -7.674 -1.832  -0.059
C 0.779 -6.539 0.244  0.008
C 3.795 -3.534 -1.944  -0.040
H 1.696 -3.174 -0.368  0.078
H 3.141 -2.611 0.361  0.077
H 2.328 -3.994 1.154  0.079
H 5.051 -5.632 -1.015  0.106
H 5.085 -4.537 0.404  0.104
H 3.382 -5.732 1.680  0.103
H 4.894 -6.608 1.353  0.094
H 2.679 -7.954 0.879  0.093
H 3.759 -7.993 -0.470  0.097
H 0.846 -7.647 -2.250  0.057
H 2.643 -7.432 -2.542  0.095
H 1.924 -8.686 -1.432  0.077
H 0.394 -5.521 0.189  0.078
H -0.036 -7.062 -0.256  0.051
H 1.008 -6.868 1.258  0.070
H 3.026 -3.045 -2.541  0.083
H 4.078 -4.284 -2.683  0.064
H 4.621 -2.861 -1.717  0.079
H 1.679 -5.072 -3.143  0.096
C 2.114 3.315 6.337  -0.037
C 0.537 3.460 6.209  -0.423
C 0.283 4.093 4.788  -0.167
C 0.361 3.078 3.706  -0.204
C -0.633 1.963 3.915  -0.143
C -0.454 1.195 5.240  -0.468
N -0.343 2.188 6.376  -0.078
O -0.207 1.589 7.685  -0.046
C -1.727 0.259 5.396  -0.024
C 0.804 0.373 5.193  -0.041
C 0.032 4.507 7.266  -0.052
H 2.242 2.674 7.209  0.069
H 2.584 4.281 6.525  0.075
H 2.520 2.699 5.535  0.053
H -0.639 4.672 4.735  0.112
H 1.024 4.880 4.653  0.109
H 1.397 2.738 3.720  0.103
H 0.061 3.415 2.714  0.112
H -0.486 1.253 3.102  0.112
H -1.619 2.387 3.726  0.120
H -2.677 0.790 5.352  0.072
H -1.856 -0.303 4.471  0.078
H -1.682 -0.527 6.151  0.070
H 0.877 -0.232 6.097  0.081
H 0.783 -0.242 4.294  0.088
H 1.774 0.862 5.102  0.065
H 0.245 5.506 6.885  0.070
H 0.566 4.402 8.210  0.066
H -1.026 4.258 7.342  0.076
H -1.007 1.742 8.192  0.083
C 3.054 4.287 0.826  -0.036
C 2.959 4.491 -0.716  -0.409
C 4.148 5.307 -1.268  -0.212
C 5.353 4.513 -1.357  -0.211
C 5.091 3.258 -2.260  -0.105
C 3.910 2.363 -1.809  -0.513
N 2.726 3.210 -1.473  -0.117
O 1.546 2.526 -1.243  0.013
C 3.560 1.346 -2.890  -0.035
C 4.277 1.461 -0.639  -0.044
C 1.691 5.463 -1.026  -0.029
H 4.030 4.452 1.283  0.062
H 2.711 3.338 1.240  0.069
H 2.582 5.125 1.338  0.066
H 4.027 5.760 -2.253  0.118
H 4.388 6.196 -0.684  0.118
H 5.689 4.268 -0.350  0.106
H 6.105 5.142 -1.834  0.104
H 5.985 2.648 -2.134  0.103
H 5.020 3.397 -3.339  0.109
H 3.308 1.941 -3.768  0.082
H 4.478 0.847 -3.199  0.077
H 2.801 0.663 -2.508  0.095
H 5.012 0.687 -0.864  0.088
H 4.287 2.034 0.288  0.068
H 3.403 0.879 -0.346  0.071
H 1.757 5.553 -2.110  0.063
H 1.794 6.443 -0.560  0.071
H 0.774 4.899 -0.852  0.053
H 1.698 2.056 -0.419  0.064
C -1.894 3.199 -0.137  -0.022
C -2.632 4.382 -0.730  -0.471
C -2.781 5.434 0.399  -0.143
C -3.296 6.844 -0.072  -0.166
C -2.315 7.296 -1.169  -0.132
C -2.288 6.273 -2.368  -0.441
N -1.890 4.954 -1.909  -0.092
O -1.884 4.000 -2.929  0.013
C -3.766 6.479 -3.107  -0.026
C -1.212 6.725 -3.436  -0.031
C -4.102 3.893 -1.059  -0.022
H -2.156 3.143 0.919  0.074
H -2.147 2.249 -0.607  0.089
H -0.816 3.341 -0.203  0.074
H -3.386 4.932 1.155  0.105
H -1.819 5.565 0.893  0.110
H -4.323 6.691 -0.405  0.086
H -3.390 7.474 0.812  0.097
H -1.271 7.383 -0.870  0.114
H -2.737 8.243 -1.504  0.103
H -3.912 5.788 -3.937  0.066
H -3.943 7.508 -3.420  0.065
H -4.513 6.332 -2.328  0.027
H -0.210 6.613 -3.022  0.061
H -1.312 7.791 -3.640  0.068
H -1.367 6.162 -4.356  0.073
H -4.694 4.688 -1.513  0.035
H -4.053 3.241 -1.931  0.081
H -4.766 3.713 -0.213  0.090
H -2.790 3.922 -3.236  0.072
C -5.847 -5.037 -2.347  -0.047
C -4.383 -4.463 -2.079  -0.378
C -3.934 -5.045 -0.607  -0.127
C -3.557 -6.502 -0.642  -0.210
C -2.536 -6.653 -1.734  -0.171
C -2.834 -6.194 -3.200  -0.392
N -3.190 -4.704 -2.965  -0.075
O -3.381 -4.166 -4.248  -0.028
C -1.505 -6.218 -4.080  -0.023
C -3.901 -7.171 -3.820  -0.042
C -4.543 -2.872 -1.809  -0.027
H -6.189 -4.979 -3.380  0.059
H -6.615 -4.480 -1.810  0.064
H -5.903 -6.067 -1.992  0.050
H -3.055 -4.471 -0.313  0.107
H -4.697 -4.796 0.131  0.112
H -4.378 -7.204 -0.790  0.089
H -3.100 -6.689 0.329  0.114
H -2.021 -7.613 -1.763  0.108
H -1.712 -6.046 -1.358  0.110
H -0.958 -5.277 -4.015  0.078
H -0.715 -6.893 -3.751  0.052
H -1.628 -6.418 -5.144  0.065
H -4.606 -7.582 -3.097  0.054
H -4.556 -6.723 -4.567  0.063
H -3.599 -8.147 -4.201  0.073
H -3.726 -2.388 -1.273  0.087
H -5.429 -2.641 -1.219  0.056
H -4.776 -2.325 -2.722  0.062
H -4.125 -4.719 -4.498  0.056

(4)
This record from OMol25 describes C14H15MoNO2 as an isolated structure. The level of theory is wB97M-V/def2-TZVPD.

As for the total energy: -22197.4392 eV. For the HOMO energy (spin up / spin down), the calculation gives -8.339 / -8.525 eV. The calculation puts the molecular weight at 325.2 g mol⁻¹. Its multiplicity is 3. As for the expectation value of S²: 2.058.

Each line ends with the Löwdin charge.
Geometry (Å):
C -0.413 1.104 -3.890  -0.271
C 0.991 1.214 -3.608  -0.203
C 1.154 1.980 -2.418  -0.099
C -0.136 2.323 -1.921  -0.114
C -1.114 1.798 -2.827  -0.224
Mo -0.293 -0.248 -2.174  1.472
N -2.062 -0.351 -1.809  -0.208
C 0.191 -2.210 -2.375  -0.364
C 1.484 -1.710 -2.535  -0.142
H 2.105 2.354 -2.021  0.119
H 1.783 0.901 -4.289  0.110
H -0.356 2.949 -1.046  0.116
H -2.189 1.964 -2.785  0.111
H -0.867 0.711 -4.794  0.109
H 1.793 -1.665 -3.578  0.066
H -0.208 -2.673 -1.437  0.087
H -2.577 -1.264 -1.682  0.010
H 2.116 -1.916 -1.671  0.078
H -0.526 -2.422 -3.216  0.082
O -0.605 1.199 0.765  -0.037
C -0.124 0.124 1.190  -0.633
O 0.355 -0.871 0.549  -0.087
C -0.092 -0.064 2.693  -0.136
C 0.542 -1.203 3.258  -0.035
C 0.581 -1.402 4.638  -0.093
C -0.013 -0.463 5.502  -0.104
C -0.644 0.664 4.971  -0.090
C -0.683 0.863 3.573  -0.026
H 0.996 -1.924 2.569  0.106
H 1.078 -2.293 5.031  0.097
H 0.022 -0.619 6.572  0.091
H -1.115 1.407 5.626  0.099
H -1.172 1.743 3.139  0.110